No. 1
C6H9N | the ωB97M-V functional and the def2-TZVPD basis

Each line ends with the natural charge from an NBO analysis.
CARTESIAN COORDINATES (ANGSTROEM)
C (1.431871, -0.494076, 1.062550)  -0.67
C (1.497486, 0.651670, 0.105485)  -0.06
C (-1.080643, -1.016060, -1.567234)  -0.41
C (-1.854406, -0.970021, -0.491010)  -0.38
C (0.619296, 1.656396, 0.019960)  -0.36
C (-0.544762, 1.726692, 0.857573)  0.26
N (-1.493710, 1.769663, 1.522157)  -0.33
H (0.505943, -0.486739, 1.643681)  0.23
H (1.495869, -1.444798, 0.521858)  0.23
H (2.281957, -0.453164, 1.754449)  0.23
H (2.341774, 0.667551, -0.582176)  0.21
H (-0.909334, -0.158965, -2.215137)  0.19
H (-2.423658, -0.090469, -0.214469)  0.21
H (-0.658418, -1.968328, -1.859878)  0.19
H (-1.948774, -1.843884, 0.148304)  0.19
H (0.739511, 2.454526, -0.706111)  0.24

Cartesian forces (eV/Å) of the 6 atoms listed first:
-0.060 0.017 0.025
-0.083 0.134 0.009
-0.354 -0.100 0.030
-0.027 -0.023 -0.147
0.172 -0.136 -0.018
-0.797 0.034 0.598

Output
SMILES: C/C=C\C#N.C=C
total charge: 0
energy relative to the best compared isomer or geometry (same formula, charge and spin): 188.1 kJ/mol
E_HOMO: -9.983 eV
HOMO-LUMO gap: 10.71 eV
calculated total energy: -288.71040 Ha
lowest unoccupied orbital energy: 0.027 hartree



No. 2
C16H28N4O5 | the ωB97M-V functional and the def2-TZVPD basis

Each line ends with the natural charge from an NBO analysis.
CARTESIAN COORDINATES (ANGSTROEM)
C (3.980571, 0.848423, 1.580598)  -0.61
H (4.702831, 0.044395, 1.710907)  0.20
C (3.356328, 0.796987, 0.190424)  -0.24
N (2.636723, -0.443275, -0.025544)  -0.61
C (1.320006, -0.564562, 0.185557)  0.70
O (0.599521, 0.337357, 0.567632)  -0.68
C (0.749809, -1.975079, -0.078335)  -0.14
N (-0.619979, -1.978559, 0.390057)  -0.63
C (-0.855904, -1.657992, 1.675267)  0.71
O (-0.048653, -1.790656, 2.578478)  -0.66
C (-2.267301, -1.084887, 1.909897)  -0.18
N (-2.270626, 0.280165, 1.411319)  -0.60
C (-2.368485, 0.584697, 0.114589)  0.71
O (-2.554124, -0.259980, -0.752447)  -0.68
C (-2.267033, 2.061907, -0.296356)  -0.12
N (-1.102001, 2.208616, -1.143337)  -0.61
C (-0.025192, 2.738080, -0.520927)  0.71
O (1.077470, 2.849878, -1.004260)  -0.63
C (-0.480005, 3.196495, 0.856563)  -0.51
H (-0.108358, 4.193468, 1.083850)  0.23
H (-0.053362, 2.495333, 1.574812)  0.25
C (-2.004500, 3.110725, 0.790946)  -0.41
H (-2.409826, 4.065119, 0.449976)  0.22
H (-2.473586, 2.874376, 1.743830)  0.22
H (-1.008810, 1.653584, -1.979588)  0.42
H (-3.173636, 2.281106, -0.875483)  0.22
H (-1.927321, 0.950975, 2.084591)  0.43
C (-2.590932, -1.034991, 3.409737)  -0.06
O (-1.700241, -0.188920, 4.082099)  -0.74
H (-0.815029, -0.570321, 3.945724)  0.50
H (-2.557260, -2.054614, 3.815769)  0.18
H (-3.592178, -0.623823, 3.563540)  0.19
H (-3.009354, -1.667634, 1.355430)  0.23
H (-1.319924, -1.671242, -0.281456)  0.43
H (1.314041, -2.677951, 0.548835)  0.23
C (0.826092, -2.421849, -1.541214)  -0.39
H (1.874950, -2.546901, -1.819750)  0.20
H (0.353946, -3.406223, -1.591676)  0.22
C (0.146212, -1.499093, -2.566194)  -0.24
C (1.014530, -0.295552, -2.929795)  -0.62
H (1.155893, 0.376687, -2.089155)  0.23
H (0.547861, 0.269573, -3.734316)  0.21
H (1.993700, -0.621618, -3.276678)  0.20
C (-0.163790, -2.305562, -3.828496)  -0.59
H (-0.644048, -1.675605, -4.572923)  0.21
H (0.752685, -2.705109, -4.258686)  0.20
H (-0.831096, -3.134805, -3.605236)  0.21
H (-0.802273, -1.134899, -2.160048)  0.22
H (3.178623, -1.267158, -0.230374)  0.39
H (2.642057, 1.613003, 0.060746)  0.26
H (4.127054, 0.882475, -0.579395)  0.19
H (4.486707, 1.798752, 1.722818)  0.21
H (3.207216, 0.746685, 2.337683)  0.22

Cartesian forces (eV/Å) of the 6 atoms listed first:
-0.100 -0.006 -0.239
0.082 -0.051 0.066
0.044 0.235 0.225
0.307 -0.032 -0.081
0.088 -0.644 0.006
0.016 0.318 0.003

Output
SMILES: CCNC(=O)[C@H](CC(C)C)NC(=O)[C@@H](CO)NC(=O)[C@H]1CCC(=O)N1
total charge: 0
energy relative to the best compared isomer or geometry (same formula, charge and spin): 2.0 kJ/mol
E_HOMO: -9.441 eV
HOMO-LUMO gap: 10.14 eV
calculated total energy: -1221.81850 Ha
lowest unoccupied orbital energy: 0.026 hartree



No. 3
C31H29N4O8P2PtS | the ωB97M-V functional and the def2-TZVPD basis

Each line ends with the Mulliken charge.
CARTESIAN COORDINATES (ANGSTROEM)
Pt (-0.265832, 0.098207, -0.889007)  1.68
C (-0.694410, -4.885853, -3.134658)  -0.49
C (-0.527368, -4.369997, -1.919438)  -1.11
C (-0.202468, -2.919564, -1.742771)  -0.20
C (-0.532362, -2.068634, -2.957227)  0.99
C (-0.388514, -2.725166, -4.248031)  -0.78
C (-0.484182, -4.058129, -4.322100)  -0.70
N (-0.871750, -0.842091, -2.737858)  -0.16
C (-1.281804, 0.076857, -3.745345)  1.02
C (-1.849223, -0.276970, -4.971840)  -1.06
C (-2.251792, 0.703132, -5.859491)  -0.81
C (-2.126276, 2.048565, -5.527031)  -0.64
C (-1.659656, 2.416072, -4.282186)  -0.52
C (-1.255951, 1.432060, -3.381536)  -0.04
N (-0.947062, 1.704048, -2.058066)  0.47
N (-1.546716, 2.726209, -1.491913)  -0.80
C (-1.781038, 2.530059, -0.172063)  0.20
C (-2.445392, 3.523133, 0.571103)  -0.69
C (-2.729845, 3.291667, 1.890182)  -0.55
C (-2.349165, 2.080701, 2.482549)  -0.57
C (-1.711309, 1.142218, 1.709628)  0.06
N (-1.445023, 1.354180, 0.411870)  -0.01
H (-0.920641, -5.935804, -3.263166)  0.44
H (-0.591494, -4.971506, -1.022237)  0.49
H (-0.746057, -2.512581, -0.887017)  0.42
H (-0.148044, -2.126840, -5.112593)  0.95
H (-0.363969, -4.551591, -5.277547)  0.46
H (-2.035543, -1.308553, -5.221853)  0.67
H (-2.685516, 0.414161, -6.806637)  0.39
H (-2.436408, 2.809632, -6.230317)  0.41
H (-1.627575, 3.449435, -3.969420)  0.51
H (-2.722140, 4.437165, 0.065687)  0.53
H (-3.246633, 4.043296, 2.472595)  0.45
H (-2.543852, 1.869247, 3.523271)  0.40
H (-1.394058, 0.191282, 2.116380)  0.26
O (2.730219, -4.259631, -2.788815)  -0.49
P (2.400301, -2.773825, -2.416526)  0.93
O (2.242243, -1.900552, -3.568993)  -0.67
O (1.202652, -2.766912, -1.362464)  0.10
O (3.604863, -2.379478, -1.425804)  -0.35
P (3.807256, -0.975615, -0.691388)  0.70
O (2.744952, 0.004612, -1.348004)  -0.49
O (5.179060, -0.522902, -0.623129)  -0.70
O (3.094183, -1.308873, 0.711460)  -0.20
H (2.927802, -4.855898, -2.054337)  0.35
H (2.996885, 0.310139, -2.234465)  0.34
O (0.884744, -0.118143, 0.992518)  -0.85
S (2.164817, -0.372439, 1.693568)  0.54
C (3.108629, 1.185538, 1.666581)  -0.98
C (2.199433, 2.328171, 2.000645)  0.05
C (1.637816, 3.083537, 0.975941)  -0.11
C (0.803072, 4.147611, 1.275790)  -0.65
C (0.509731, 4.447730, 2.599054)  -0.54
C (1.057366, 3.689181, 3.623158)  -0.79
C (1.904586, 2.632534, 3.325005)  -0.11
C (1.404793, -0.728701, 5.142302)  -1.56
C (0.160524, -1.116618, 4.625579)  1.30
C (-1.036462, -0.471154, 5.026180)  -0.51
C (-2.260860, -0.886093, 4.547903)  -0.64
C (-2.345403, -1.941079, 3.639699)  -0.52
C (-1.181673, -2.587007, 3.223733)  -0.51
C (0.047592, -2.191375, 3.707452)  -0.47
H (3.583519, 1.310624, 0.695798)  0.49
H (3.886911, 1.024236, 2.415745)  0.62
H (1.870357, 2.849975, -0.056737)  0.32
H (0.384897, 4.743824, 0.475574)  0.43
H (-0.139221, 5.281896, 2.832165)  0.47
H (0.837672, 3.930164, 4.654869)  0.44
H (2.350245, 2.050040, 4.123139)  0.40
H (1.489049, 0.064139, 5.872024)  0.36
H (2.309784, -1.254343, 4.869049)  0.43
H (-0.976853, 0.342955, 5.738682)  0.38
H (-3.165898, -0.396769, 4.885549)  0.45
H (-3.309879, -2.265367, 3.272518)  0.40
H (-1.246316, -3.421525, 2.536525)  0.50
H (0.945679, -2.720674, 3.410574)  0.45

Cartesian forces (eV/Å) of the 6 atoms listed first:
-0.095 0.061 -0.021
0.016 0.031 0.002
-0.013 -0.019 -0.023
-0.058 0.009 0.025
0.027 -0.021 0.023
-0.019 -0.046 -0.043

Output
2S+1: 5
<S²>: 6.069
total charge: +1
energy relative to the best compared isomer or geometry (same formula, charge and spin): 304.7 kJ/mol
E_HOMO (alpha / beta): -9.450 / -10.820 eV
HOMO-LUMO gap (alpha / beta): 5.67 / 6.83 eV
calculated total energy: -3219.73163 Ha
lowest unoccupied orbital energy (alpha / beta): -0.139 / -0.147 hartree



No. 4
C22H51N5O8Sb | the ωB97M-V functional and the def2-TZVPD basis

Each line ends with the Mulliken charge.
CARTESIAN COORDINATES (ANGSTROEM)
C (0.835665, -0.915311, 1.188319)  -0.35
C (1.677526, 0.009165, 0.741236)  -0.39
C (2.649953, 1.313691, 0.622076)  -0.13
C (2.111613, 2.411832, -0.436700)  0.08
C (1.938485, 3.818712, 0.390703)  -1.38
Sb (-0.137112, 3.978639, 1.223269)  0.52
C (0.181132, 6.039895, 1.958423)  -1.12
C (0.812239, 6.146089, 3.444450)  -0.11
C (-0.262590, 6.900745, 4.418664)  -0.56
O (0.215947, 6.961885, 5.813527)  -0.36
C (-0.546304, 6.065669, 6.667999)  -0.55
O (-2.125860, 3.959101, 1.851930)  -0.64
C (-2.982613, 3.847555, 0.689640)  -0.24
C (-4.196239, 2.764706, 0.897967)  0.29
C (-5.246598, 3.240334, 2.052521)  -1.03
O (-3.684847, 1.408255, 1.140106)  -0.50
H (0.453909, -1.899060, 1.675109)  0.43
H (3.708329, 0.954286, 0.296991)  0.09
H (2.783106, 1.831876, 1.639090)  0.33
H (1.145655, 2.112565, -0.990296)  -0.04
H (2.955845, 2.532645, -1.235009)  0.39
H (2.047668, 4.688561, -0.380369)  0.32
H (2.740965, 3.947830, 1.210778)  0.37
H (0.403794, 3.239334, 2.728072)  -0.07
H (-0.413038, 2.350397, 0.600167)  -0.01
H (-0.590140, 4.691264, -0.341876)  -0.03
H (0.881365, 6.586019, 1.221570)  0.36
H (-0.872316, 6.542055, 2.011794)  0.29
H (1.712320, 6.886511, 3.374202)  0.18
H (1.199147, 5.156247, 3.880586)  0.25
H (-1.321340, 6.412888, 4.357024)  0.30
H (-0.398781, 8.010838, 4.083900)  0.22
H (0.191866, 5.677027, 7.483271)  0.21
H (-0.975654, 5.151769, 6.084960)  0.27
H (-1.396867, 6.691456, 7.159959)  0.21
H (-3.435560, 4.903901, 0.482710)  0.11
H (-2.390467, 3.448022, -0.234294)  0.18
H (-4.737494, 2.727475, -0.137240)  0.18
H (-5.644681, 2.305470, 2.613459)  0.35
H (-4.767711, 4.022315, 2.741721)  0.20
H (-6.167199, 3.669549, 1.478255)  0.25
H (-3.997469, 1.070052, 2.010416)  0.24
O (0.406452, -3.988130, 1.880087)  -0.71
C (0.940840, -4.844192, 1.187561)  0.70
N (2.257888, -4.760426, 0.873243)  -0.17
C (0.203826, -6.033319, 0.637510)  -0.84
H (2.743893, -5.436544, 0.308372)  0.15
H (2.771183, -3.970104, 1.230615)  0.14
H (-0.610376, -5.684276, 0.001407)  0.15
H (-0.203020, -6.615506, 1.466979)  0.28
H (0.856965, -6.677715, 0.045875)  0.27
O (0.576930, 0.841033, -2.849941)  -0.64
C (-0.586596, 0.787459, -3.215447)  0.71
N (-1.603730, 0.816547, -2.313635)  -0.27
C (-0.988793, 0.686640, -4.660625)  -0.83
H (-2.576992, 0.775100, -2.566390)  0.18
H (-1.357477, 0.884348, -1.334384)  0.12
H (-0.560779, -0.223471, -5.086033)  0.08
H (-0.608152, 1.557328, -5.198655)  0.27
H (-2.074121, 0.650148, -4.778343)  0.31
O (4.724278, -3.858773, 0.319710)  -0.67
C (5.283588, -2.774396, 0.423901)  0.75
N (4.652489, -1.711108, 0.985778)  -0.24
C (6.688615, -2.529461, -0.051472)  -0.99
H (5.073332, -0.802776, 1.091206)  0.21
H (3.705621, -1.848217, 1.312831)  0.04
H (6.741106, -2.726287, -1.124240)  0.27
H (7.366226, -3.202411, 0.478021)  0.27
H (7.005300, -1.500241, 0.130672)  0.31
O (-1.251037, -2.881221, -6.142411)  -0.64
C (-0.310604, -3.300888, -5.483879)  0.75
N (-0.468531, -3.641053, -4.176823)  -0.36
C (1.072526, -3.474409, -6.046727)  -0.93
H (0.275519, -3.990449, -3.595204)  0.18
H (-1.388444, -3.532809, -3.775820)  0.18
H (1.437882, -2.507354, -6.398168)  0.25
H (1.031637, -4.176396, -6.882123)  0.26
H (1.769522, -3.860475, -5.299721)  0.34
O (-1.379672, -7.477299, -1.269220)  -0.60
C (-2.540871, -7.534630, -1.641489)  0.64
N (-3.564428, -7.528603, -0.745375)  -0.36
C (-2.934263, -7.614901, -3.090302)  -0.79
H (-4.535855, -7.573953, -1.005053)  0.18
H (-3.325163, -7.475069, 0.233916)  0.23
H (-2.496156, -8.513669, -3.528968)  0.25
H (-2.557680, -6.732193, -3.611152)  0.13
H (-4.018525, -7.658134, -3.215162)  0.32

Cartesian forces (eV/Å) of the 6 atoms listed first:
5.303 3.983 -1.806
-3.439 -3.463 3.430
-0.809 -1.177 -0.628
1.077 0.968 0.478
0.830 -0.037 -1.531
1.262 -0.415 -0.437

Output
total charge: -1
E_HOMO: -4.011 eV
HOMO-LUMO gap: 5.87 eV
calculated total energy: -1984.58198 Ha
lowest unoccupied orbital energy: 0.068 hartree



Look up the total charge of the third one.
+1